Arrangement one

22
Properties=species:S:1:pos:R:3:nbo_charge:R:1 method="wB97M-V/def2-TZVPD" spin_multiplicity=1 charge=0 orbital_gap_ev=9.30 e_homo_ev=-8.405
C 0.6269 0.0639 -2.5319 -0.2449
O 0.5240 1.4156 -2.9457 -0.7254
H -0.0721 1.4936 -3.7014 0.4625
H 1.3118 0.0211 -1.7373 0.1867
H 0.9993 -0.5757 -3.3304 0.1570
H -0.3236 -0.3093 -2.1373 0.1638
C -1.2703 -2.8003 1.3174 -0.6337
C 0.3292 1.1180 0.7084 0.2949
C 1.2034 0.0381 0.9777 -0.2535
C -1.0024 0.8964 0.5191 -0.2979
C 0.7151 -1.2425 1.0221 -0.1988
C -1.5268 -0.4098 0.6588 -0.1945
C -0.6813 -1.4512 0.9696 -0.0422
O 1.0068 2.3236 0.7350 -0.6697
H 0.3616 3.0314 0.8356 0.4771
H 2.2393 0.2855 1.1372 0.2273
H -1.7488 1.6732 0.4649 0.2143
H 1.3015 -2.1540 1.0279 0.2146
H -2.5526 -0.5663 0.3813 0.2124
H -1.7324 -3.3950 0.5269 0.2189
H -1.9262 -2.6382 2.1702 0.2204
H -0.5100 -3.4720 1.7089 0.2108

Arrangement two

22
Properties=species:S:1:pos:R:3:nbo_charge:R:1 method="wB97M-V/def2-TZVPD" spin_multiplicity=1 charge=0 orbital_gap_ev=9.22 e_homo_ev=-8.440
C -3.0953 -1.8389 1.0513 -0.2584
O -2.6482 -3.1907 1.0157 -0.7201
H -2.1399 -3.3257 1.8336 0.4641
H -3.7893 -1.6604 1.8730 0.1700
H -2.2970 -1.1330 0.9770 0.1716
H -3.6700 -1.6426 0.1370 0.1734
C 3.3462 1.4864 0.4267 -0.6192
C -0.4986 0.3636 -1.0957 0.2994
C 0.4927 -0.5965 -0.9738 -0.2918
C -0.3251 1.6744 -0.6894 -0.2646
C 1.7225 -0.1587 -0.4937 -0.1739
C 0.9284 2.0747 -0.2219 -0.1888
C 1.9600 1.1643 -0.1108 -0.0537
O -1.7507 0.0668 -1.5860 -0.6938
H -1.9938 -0.8611 -1.5813 0.4839
H 0.3167 -1.6130 -1.2563 0.2176
H -1.1732 2.3357 -0.6986 0.2257
H 2.5169 -0.8885 -0.3627 0.2041
H 1.0604 3.1166 0.0262 0.2101
H 3.3992 1.2317 1.4704 0.2147
H 3.5694 2.5401 0.3469 0.2148
H 4.0687 0.8550 -0.0879 0.2149

Stability, descending: arrangement two, arrangement one

Arrangement one

23
Properties=species:S:1:pos:R:3:nbo_charge:R:1 method="wB97M-V/def2-TZVPD" spin_multiplicity=1 charge=+1 orbital_gap_ev=9.15 e_homo_ev=-12.699
N 1.8611 -1.3964 -1.5981 -0.6779
C 0.6206 -0.5384 -1.3307 -0.0406
C -0.3286 -0.7624 -2.5007 -0.6459
C 0.0187 -0.8847 0.0180 -0.2467
N -0.6399 0.3137 0.5095 -0.6338
C 0.0418 0.9657 1.6372 -0.2346
C -0.9059 1.9479 2.2786 -0.0736
O -1.9554 1.1508 2.8241 -0.7413
H 2.2506 -1.1561 -2.5096 0.4435
H 2.6016 -1.2168 -0.9141 0.4379
H 1.6819 -2.3985 -1.5172 0.4401
H 0.9669 0.4904 -1.3903 0.2347
H -0.9134 0.1479 -2.6768 0.2663
H 0.2220 -0.8270 -3.4389 0.2177
H -1.0196 -1.5814 -2.3302 0.2339
H 0.8190 -1.1902 0.7131 0.1807
H -0.6887 -1.7192 -0.0514 0.2207
H -1.5948 0.1154 0.7994 0.3969
H 0.9206 1.4850 1.2612 0.1888
H 0.3679 0.2437 2.3998 0.1840
H -0.4048 2.4964 3.0682 0.1851
H -1.2893 2.6165 1.5140 0.1766
H -2.6323 1.6979 3.2351 0.4875

Arrangement two

23
Properties=species:S:1:pos:R:3:nbo_charge:R:1 method="wB97M-V/def2-TZVPD" spin_multiplicity=1 charge=+1 orbital_gap_ev=9.70 e_homo_ev=-12.792
N 0.3061 1.0369 -1.8055 -0.7144
C 1.1435 1.6596 -0.8560 -0.2661
C 1.6994 0.4372 0.0574 -0.2194
N 0.6680 0.2032 1.0137 -0.6832
C -0.2829 -2.1952 1.1957 -0.6419
C -0.2948 -0.8401 0.5722 -0.0469
C -1.6879 -0.2344 0.6587 -0.0809
O -1.9493 0.2334 -0.6968 -0.7338
H 0.4148 0.0535 -1.8955 0.4295
H 0.2689 1.4869 -2.7243 0.4378
H -0.7712 1.0342 -1.4954 0.4688
H 0.7546 2.5438 -0.2735 0.2509
H 2.0515 2.0550 -1.3651 0.2230
H 2.0126 -0.3758 -0.5797 0.1907
H 2.5966 0.9249 0.7099 0.2459
H 0.8167 0.0357 2.1079 0.4063
H -0.6650 -2.1563 2.2616 0.2200
H 0.5540 -2.7373 1.4078 0.2379
H -1.0492 -2.7697 0.6625 0.2310
H 0.0188 -0.9063 -0.5331 0.1439
H -2.4587 -1.1031 0.7220 0.1985
H -1.7920 0.5158 1.4429 0.2153
H -2.3545 1.0981 -0.5874 0.4870

Stability, descending: arrangement one, arrangement two

Arrangement one

23
Properties=species:S:1:pos:R:3:nbo_charge:R:1 method="wB97M-V/def2-TZVPD" spin_multiplicity=1 charge=+1 orbital_gap_ev=7.79 e_homo_ev=-13.625
N 0.0382 -1.6819 1.2708 -0.5651
C 0.1310 -0.0394 0.7631 -0.5879
C -1.4425 0.2376 0.7639 0.2155
C -2.3262 -0.6556 -0.0730 -0.6656
O -1.7422 0.2248 2.1334 -0.7433
C 0.7753 -0.1439 -0.6468 -0.2340
N 1.3441 1.1730 -0.9057 -0.6159
C 2.4965 1.1471 -1.8258 -0.4219
H 0.8630 -1.8147 1.8630 0.3636
H -0.6309 -1.5861 2.0584 0.3934
H 1.0792 -0.1322 1.3802 0.4852
H 0.3929 1.0800 0.8902 0.4845
H -1.4252 1.2743 0.3754 0.1832
H -3.2855 -0.1866 -0.2784 0.2599
H -2.3907 -1.6360 0.4016 0.2396
H -1.8947 -0.9348 -1.0461 0.2427
H -2.6462 0.4128 2.4023 0.5166
H 0.1377 -0.4979 -1.4633 0.2217
H 1.4525 -1.0022 -0.5319 0.2241
H 0.5682 1.6183 -1.4052 0.3703
H 2.6083 1.9868 -2.4863 0.2331
H 3.4291 0.9803 -1.2820 0.2105
H 2.4681 0.1762 -2.3579 0.1899

Arrangement two

23
Properties=species:S:1:pos:R:3:nbo_charge:R:1 method="wB97M-V/def2-TZVPD" spin_multiplicity=1 charge=+1 orbital_gap_ev=11.44 e_homo_ev=-14.315
C -0.3730 -2.3612 -0.0698 -0.6313
C -1.0474 1.4782 1.0539 -0.4432
C 1.3879 1.2824 0.9147 -0.4280
C -0.9735 -1.2496 -0.8992 -0.4180
C -0.0428 0.1542 -1.0278 0.6248
N 1.1930 -0.1150 -1.5298 -0.8593
N 0.0970 0.6536 0.6224 -0.4350
O -0.7434 1.1174 -1.6358 -0.6757
H -0.3280 -2.1316 0.9935 0.1950
H -1.0116 -3.2360 -0.1736 0.2592
H 0.6175 -2.6462 -0.4149 0.2099
H -0.6973 2.3862 1.5389 0.2283
H -1.6401 1.7612 0.1848 0.2526
H -1.6815 0.9352 1.7485 0.2316
H 1.4539 2.2540 0.4240 0.2198
H 1.4940 1.4299 1.9886 0.2360
H 2.2045 0.6478 0.5763 0.2306
H -1.9407 -0.9291 -0.5203 0.2252
H -1.0936 -1.5576 -1.9346 0.2438
H 1.7887 0.6167 -1.8779 0.4012
H 1.6245 -1.0015 -1.3477 0.4142
H 0.0743 -0.2397 1.1167 0.4203
H -0.1804 1.7433 -2.1132 0.4980

Stability, descending: arrangement two, arrangement one

Arrangement one

23
Properties=species:S:1:pos:R:3:nbo_charge:R:1 method="wB97M-V/def2-TZVPD" spin_multiplicity=1 charge=+1 orbital_gap_ev=10.57 e_homo_ev=-13.481
C 2.6165 -0.6349 -0.0251 -0.6486
C 1.3028 0.1192 0.3527 -0.0260
C 0.7035 0.8227 -0.9247 -0.4379
C -0.5792 1.5729 -0.6584 -0.2927
C -2.6171 0.6920 -1.6083 0.0082
N -1.6024 0.5614 -0.8810 -0.4840
N 0.3239 -1.0455 0.7389 -0.7396
H 2.9429 -1.2170 0.8669 0.2266
H 3.4740 -0.0313 -0.2404 0.2544
H 2.5184 -1.3076 -0.9099 0.2265
H 1.4156 0.7646 1.2103 0.2277
H 1.5185 1.5260 -1.3565 0.2581
H 0.6947 0.0732 -1.7801 0.2415
H -0.6951 2.2341 0.1943 0.2375
H -0.6912 2.2830 -1.4709 0.2047
H -3.2916 -0.1895 -1.7602 0.1797
H -3.0045 1.5161 -2.2004 0.1741
H -0.0392 -1.1811 1.7035 0.4638
H 0.7346 -1.9435 0.4623 0.4292
H -0.4619 -0.9565 0.0699 0.4656
H -1.2770 -0.6915 3.2066 0.4897
H -2.3855 -1.4255 2.2239 0.5018
O -1.6009 -1.5414 2.7865 -0.9604

Arrangement two

23
Properties=species:S:1:pos:R:3:nbo_charge:R:1 method="wB97M-V/def2-TZVPD" spin_multiplicity=1 charge=+1 orbital_gap_ev=9.23 e_homo_ev=-12.839
N 0.0129 -2.9439 -0.5686 -0.6749
C 0.0147 -1.4420 -0.8812 -0.0328
C -1.3181 -1.0769 -1.5218 -0.6572
C 0.3589 -0.7202 0.4145 -0.2364
N 0.4587 0.6971 0.1154 -0.6128
C 0.7180 1.5088 1.3138 -0.2460
C 0.7860 2.9571 0.8675 -0.0752
O -0.4728 3.3257 0.2898 -0.7311
H 0.1297 -3.4779 -1.4335 0.4430
H 0.7900 -3.2085 0.0382 0.4450
H -0.8987 -3.2047 -0.1899 0.4421
H 0.8361 -1.3031 -1.5757 0.2325
H -1.1625 -0.5734 -2.4704 0.2629
H -1.9285 -1.9436 -1.7658 0.2228
H -1.8925 -0.4171 -0.8762 0.2400
H 1.3699 -1.0429 0.7030 0.2011
H -0.3616 -1.0039 1.1983 0.1739
H -0.4486 1.0190 -0.2156 0.3720
H 1.6263 1.1632 1.8119 0.2029
H -0.0803 1.3858 2.0491 0.1697
H 1.0358 3.6571 1.6718 0.1881
H 1.4971 3.0167 0.0468 0.1960
H -1.0706 3.6276 0.9785 0.4743

Stability, descending: arrangement two, arrangement one